The following is a quantum chemistry calculation of a cluster of 14 separate species, C46H116N24O14 in total in a non-equilibrium geometry, from OMol25.

Cartesian coordinates (Å):
C: -12.344 -2.893 24.783
C: -12.841 -1.488 25.243
C: -11.575 -0.541 25.322
C: -11.847 0.971 25.439
C: -12.709 1.260 24.137
C: -14.051 0.479 23.991
N: -13.710 -0.982 24.187
O: -14.747 -1.893 23.859
C: -15.027 1.121 25.037
C: -14.557 0.836 22.536
C: -13.615 -1.519 26.620
H: -11.322 -3.012 25.142
H: -12.210 -2.797 23.705
H: -13.113 -3.639 24.984
H: -11.047 -0.821 26.233
H: -11.053 -0.689 24.377
H: -10.863 1.438 25.382
H: -12.388 1.170 26.364
H: -12.178 0.900 23.256
H: -12.862 2.308 23.879
H: -16.004 0.638 25.041
H: -14.586 1.227 26.029
H: -15.314 2.156 24.850
H: -15.013 1.813 22.374
H: -13.701 0.832 21.861
H: -15.250 0.127 22.084
H: -14.084 -0.609 26.995
H: -12.964 -1.877 27.417
H: -14.442 -2.228 26.589
H: -15.277 -1.946 24.657
C: -11.843 -8.377 27.031
C: -11.766 -7.375 28.293
C: -10.695 -7.969 29.206
C: -9.241 -7.536 28.913
C: -9.081 -6.082 28.739
C: -10.053 -5.414 27.753
N: -11.405 -5.936 27.996
O: -12.299 -5.319 26.980
C: -10.005 -3.839 28.077
C: -9.562 -5.734 26.275
C: -13.141 -7.330 28.990
H: -12.400 -7.941 26.201
H: -12.225 -9.340 27.372
H: -10.891 -8.650 26.576
H: -10.850 -7.988 30.285
H: -10.728 -9.008 28.880
H: -8.886 -7.965 27.976
H: -8.531 -7.924 29.644
H: -8.059 -5.928 28.394
H: -9.016 -5.565 29.697
H: -10.576 -3.597 28.974
H: -9.101 -3.239 28.176
H: -10.560 -3.427 27.234
H: -8.480 -5.855 26.215
H: -10.066 -6.533 25.734
H: -9.568 -4.862 25.620
H: -13.441 -8.317 29.344
H: -13.909 -7.086 28.256
H: -13.363 -6.668 29.827
H: -11.832 -5.529 26.169
C: -13.646 -1.421 19.386
C: -13.404 -2.889 19.413
C: -12.689 -3.330 20.815
C: -12.863 -4.754 21.339
C: -13.140 -5.676 20.190
C: -14.471 -5.303 19.427
N: -14.561 -3.789 19.294
O: -15.535 -3.436 18.420
C: -14.541 -6.004 18.012
C: -15.714 -5.721 20.223
C: -12.448 -3.279 18.248
H: -12.842 -1.073 20.035
H: -14.662 -1.187 19.705
H: -13.586 -1.013 18.377
H: -11.621 -3.227 20.622
H: -12.817 -2.643 21.651
H: -13.794 -4.691 21.903
H: -12.061 -5.040 22.019
H: -13.254 -6.668 20.626
H: -12.329 -5.893 19.494
H: -14.808 -7.052 18.144
H: -15.461 -5.755 17.482
H: -13.719 -5.796 17.327
H: -15.803 -5.204 21.178
H: -16.642 -5.548 19.678
H: -15.719 -6.791 20.430
H: -12.913 -3.036 17.292
H: -11.989 -4.267 18.277
H: -11.586 -2.612 18.284
H: -15.098 -3.591 17.579
C: -12.590 8.038 26.347
C: -11.207 7.416 26.767
C: -10.512 8.174 27.968
C: -11.192 7.962 29.320
C: -10.985 6.457 29.588
C: -11.712 5.527 28.500
N: -11.196 6.026 27.181
O: -11.582 5.186 26.130
C: -11.261 4.049 28.665
C: -13.194 5.683 28.607
C: -10.246 7.524 25.558
H: -12.972 8.538 27.237
H: -13.364 7.352 26.003
H: -12.499 8.750 25.526
H: -9.451 7.927 27.933
H: -10.583 9.250 27.809
H: -12.245 8.230 29.399
H: -10.790 8.515 30.169
H: -11.582 6.197 30.462
H: -9.975 6.058 29.678
H: -11.747 3.750 29.594
H: -11.607 3.308 27.945
H: -10.189 3.959 28.838
H: -13.463 5.143 29.515
H: -13.553 6.694 28.798
H: -13.698 5.339 27.704
H: -10.653 6.994 24.697
H: -9.377 6.949 25.875
H: -10.046 8.545 25.232
H: -12.466 5.510 25.946
C: -7.583 3.464 27.594
O: -7.583 4.195 28.547
N: -6.566 2.735 27.175
N: -8.603 3.124 26.836
H: -5.796 2.525 27.794
H: -6.641 2.300 26.266
H: -9.502 3.574 26.932
H: -8.402 2.593 26.001
C: -8.211 0.823 23.808
O: -7.695 1.732 24.460
N: -8.508 0.986 22.595
N: -8.422 -0.375 24.228
H: -8.860 0.270 21.974
H: -8.493 1.980 22.417
H: -7.921 -0.763 25.015
H: -8.722 -1.114 23.609
C: -14.842 -3.768 29.329
O: -15.755 -3.216 29.842
N: -14.926 -4.402 28.151
N: -13.649 -3.739 29.807
H: -15.868 -4.586 27.837
H: -14.191 -4.945 27.721
H: -13.558 -3.428 30.764
H: -12.857 -4.216 29.401
C: -18.900 1.883 24.195
O: -19.017 1.077 25.110
N: -19.420 3.091 24.122
N: -18.272 1.672 23.040
H: -18.993 3.781 23.522
H: -20.019 3.353 24.892
H: -18.683 2.278 22.345
H: -18.080 0.693 22.884
C: -14.994 -6.685 24.628
O: -16.067 -6.331 25.089
N: -14.701 -7.858 24.203
N: -13.949 -5.925 24.592
H: -13.744 -8.143 24.054
H: -15.338 -8.544 24.582
H: -13.170 -6.383 24.139
H: -14.026 -4.969 24.906
C: -18.571 3.173 27.935
O: -19.021 3.788 26.950
N: -17.495 2.432 27.812
N: -19.236 2.917 29.043
H: -17.262 2.335 26.834
H: -17.167 1.881 28.592
H: -20.153 3.332 28.968
H: -18.777 2.696 29.916
C: -17.671 -2.161 26.884
O: -18.073 -3.093 27.425
N: -16.848 -1.386 27.424
N: -17.771 -1.966 25.601
H: -16.765 -1.479 28.426
H: -16.537 -0.501 27.048
H: -17.553 -1.150 25.047
H: -18.265 -2.640 25.034
C: -17.443 -1.422 21.328
O: -17.843 -0.785 22.281
N: -16.438 -2.278 21.402
N: -17.981 -1.285 20.170
H: -15.760 -2.120 22.134
H: -16.113 -2.683 20.536
H: -18.812 -0.712 20.129
H: -17.764 -2.007 19.499
C: -13.937 5.232 23.356
O: -14.211 5.338 24.538
N: -14.540 4.498 22.529
N: -12.820 5.549 22.794
H: -15.273 3.872 22.831
H: -14.179 4.372 21.594
H: -12.736 5.264 21.829
H: -12.269 6.304 23.177
C: -8.812 4.658 23.115
O: -8.161 4.121 22.268
N: -8.355 5.625 23.892
N: -9.980 4.262 23.633
H: -7.462 6.027 23.645
H: -9.044 6.203 24.352
H: -10.350 4.559 24.524
H: -10.458 3.638 22.998

Summary:
* DFT total energy: -114001.170 eV
* 2S+1: 2
* ΔE to the lowest compared entry with this formula, charge and spin: 0.0 kcal per mole
* <S²>: 0.754
* total charge: +1
* orbital gap (alpha / beta): 6.349 / 2.165 eV